C21H18FN3O5S | the ωB97M-V functional and the def2-TZVPD basis

The geometry in ORCA input format:
```
! wB97M-V def2-TZVPD RIJCOSX def2/J DEFGRID3
* xyz 0 1
O 3.368 2.425 1.184
C 2.849 1.560 0.512
C 1.970 0.461 1.142
N 0.597 0.501 0.683
C -0.310 1.418 1.224
C 0.124 2.546 1.921
C -0.793 3.429 2.463
C -2.143 3.187 2.299
F -3.040 4.047 2.826
C -2.597 2.078 1.609
C -1.678 1.191 1.082
S 0.170 -0.407 -0.661
O 1.406 -0.941 -1.175
O -0.622 0.378 -1.554
C -0.798 -1.763 -0.016
C -0.326 -2.484 1.066
C -1.081 -3.531 1.557
C -2.293 -3.866 0.962
C -2.738 -3.157 -0.166
C -1.983 -2.092 -0.641
O -3.890 -3.483 -0.817
C -4.394 -4.757 -0.471
C -4.354 -4.944 1.044
O -3.019 -4.881 1.507
N 2.946 1.418 -0.826
C 3.591 2.247 -1.744
C 3.501 1.920 -3.097
C 4.134 2.725 -4.024
C 4.836 3.831 -3.565
N 4.924 4.147 -2.285
C 4.323 3.384 -1.394
H 2.377 -0.512 0.857
H 1.996 0.568 2.230
H 1.174 2.754 2.039
H -0.463 4.303 3.002
H -3.656 1.911 1.495
H -2.025 0.324 0.548
H 0.613 -2.219 1.523
H -0.757 -4.106 2.409
H -2.322 -1.527 -1.493
H -5.416 -4.797 -0.850
H -3.790 -5.539 -0.950
H -4.735 -5.922 1.337
H -4.949 -4.156 1.523
H 2.476 0.609 -1.231
H 2.937 1.047 -3.399
H 4.084 2.501 -5.078
H 5.351 4.493 -4.248
H 4.424 3.683 -0.361
*
```

Calculated values
- Max |F|: 1.37 eV Å⁻¹
- Highest occupied orbital energy: -8.5648 eV
- HOMO-LUMO gap: 8.95 eV
- SMILES: O=C(CN(c1ccc(F)cc1)S(=O)(=O)c1ccc2c(c1)OCCO2)Nc1cccnc1

Charges computed using Mulliken, reported in e:
1 O -0.67
2 C 0.79
3 C -1.35
4 N 0.30
5 C 0.99
6 C -0.64
7 C -0.88
8 C 0.31
9 F -0.34
10 C -0.94
11 C -0.22
12 S 1.63
13 O -0.85
14 O -0.74
15 C -0.02
16 C -0.56
17 C -1.13
18 C 0.61
19 C 0.24
20 C -0.23
21 O -0.44
22 C -0.46
23 C -0.44
24 O -0.46
25 N 0.13
26 C 0.52
27 C -0.58
28 C -0.43
29 C -0.31
30 N -0.59
31 C -0.27
32 H 0.58
33 H 0.42
34 H 0.43
35 H 0.45
36 H 0.46
37 H 0.19
38 H 0.42
39 H 0.45
40 H 0.54
41 H 0.34
42 H 0.29
43 H 0.34
44 H 0.29
45 H 0.11
46 H 0.41
47 H 0.38
48 H 0.36
49 H 0.55